# 1
Density functional theory data (ωB97M-V with the def2-TZVPD basis set) for a molecular structure, C36H33BN13O7W.

Each line ends with the Löwdin spin population.
Atoms and positions in Å:
W  0.2490  0.8091  0.2477  0.060
C  0.9729  4.7230  1.3335  0.000
C  1.5415  3.5154  1.0144  0.000
N  0.7338  2.5043  1.4129  0.003
N  -0.3951  3.0841  1.9485  0.000
C  -0.2575  4.4031  1.9054  0.000
B  -1.5711  2.2121  2.5465  0.000
N  -2.3763  1.3937  1.4491  0.001
C  -3.6917  1.4140  1.1966  0.001
C  -3.9920  0.4344  0.2670  0.000
C  -2.7771  -0.1624  -0.0295  0.002
N  -1.8122  0.3951  0.7054  0.000
N  -0.8076  1.1276  3.3218  0.000
C  -0.9716  0.5247  4.5096  0.000
C  -0.3001  -0.6768  4.4956  0.000
C  0.2426  -0.7586  3.2211  0.001
N  -0.0528  0.3369  2.5196  0.004
N  -2.5267  3.0967  3.2826  0.000
C  -3.0671  3.1124  4.5334  0.000
C  -4.0032  4.1078  4.5793  0.000
C  -3.9841  4.6655  3.2866  0.000
N  -3.1075  4.0613  2.5085  0.000
H  1.3835  5.7067  1.1900  0.000
H  2.4714  3.2850  0.5247  0.000
H  -1.0345  5.0350  2.2996  0.000
H  -4.3332  2.1090  1.7111  0.000
H  -4.9627  0.1789  -0.1194  0.000
H  -2.5390  -0.9630  -0.7119  0.000
H  -1.5369  0.9804  5.2994  0.000
H  -0.2103  -1.3900  5.2956  0.000
H  0.8405  -1.5531  2.8174  0.000
H  -2.7681  2.4387  5.3136  0.000
H  -4.6067  4.3939  5.4231  0.000
H  -4.5713  5.4811  2.8942  0.000
O  -0.8741  2.1886  -0.5732  0.020
N  0.3063  2.2854  -1.2640  0.004
N  0.1302  1.2996  -2.2732  0.339
O  -0.0440  0.1413  -1.6559  0.098
C  0.1812  1.4679  -3.6076  0.044
C  0.0620  0.3454  -4.4577  0.111
C  0.0992  0.5507  -5.8146  -0.001
C  0.2570  1.8415  -6.3298  0.171
C  0.3760  2.9447  -5.4805  -0.006
C  0.3396  2.7772  -4.1180  0.118
H  -0.0690  -0.6396  -4.0334  0.006
H  -0.0004  -0.2893  -6.4878  -0.003
H  0.2833  1.9872  -7.4012  0.008
H  0.4889  3.9363  -5.8960  -0.003
H  0.4179  3.6117  -3.4359  0.005
O  0.0493  -3.1773  0.0785  0.000
C  0.8318  -2.3828  0.5086  0.000
O  0.6130  -1.0566  0.3887  0.001
C  2.1271  -2.7627  1.1522  0.000
C  2.4966  -4.1034  1.0864  0.000
C  3.7512  -4.4966  1.5275  0.000
C  4.6022  -3.5259  2.0248  0.000
C  4.2377  -2.1980  2.1584  0.000
C  2.9819  -1.8233  1.7183  0.000
N  5.9833  -3.9113  2.4111  0.000
O  6.2904  -5.0721  2.2883  0.000
O  6.7282  -3.0156  2.7545  0.000
H  1.8099  -4.8216  0.6614  0.000
H  4.0793  -5.5244  1.4739  0.000
H  4.9305  -1.4929  2.5958  0.000
H  2.6658  -0.7925  1.8113  0.000
C  6.5347  -1.0454  0.0329  0.000
N  5.1912  -0.7751  -0.4763  0.001
N  4.3966  0.2003  0.0638  0.001
C  3.1548  0.0655  -0.4507  0.000
O  2.2345  0.9260  -0.1194  0.010
C  3.1530  -1.0261  -1.3143  0.001
C  4.4444  -1.5344  -1.2897  0.000
C  4.9980  -2.7433  -1.9543  0.000
C  4.9307  1.3295  0.7652  0.000
C  4.5057  1.5832  2.0587  0.000
C  5.0261  2.6802  2.7306  0.000
C  5.9688  3.4916  2.1137  0.000
C  6.3860  3.2222  0.8158  0.000
C  5.8596  2.1399  0.1282  0.000
H  6.6450  -0.5732  1.0046  0.000
H  7.2899  -0.6589  -0.6486  0.000
H  6.6535  -2.1199  0.1477  0.000
H  2.3149  -1.4172  -1.8646  0.000
H  4.2692  -3.1471  -2.6523  0.000
H  5.2265  -3.5152  -1.2160  0.000
H  5.9134  -2.5131  -2.4993  0.000
H  3.7766  0.9389  2.5383  0.000
H  4.7040  2.8915  3.7412  0.000
H  6.3846  4.3354  2.6476  0.000
H  7.1175  3.8579  0.3361  0.000
H  6.1620  1.9279  -0.8904  0.000

Its total charge is +2. As for the expectation value of S²: 0.79. The LUMO energy (spin up / spin down) comes out at -7.35 / -7.83 eV. The total energy is -2721.53265 Ha. As for the multiplicity: 2. The energy relative to the best compared isomer or geometry (same formula, charge and spin) is 68.6 kcal per mole.


# 2
Density functional theory data (ωB97M-V with the def2-TZVPD basis set) for a molecular structure, C36H33ClCoIN4O.

Each line ends with the Löwdin spin population.
Atoms and positions in Å:
Co  -0.2614  0.0723  0.4167  1.025
C  1.7495  2.7939  2.1235  0.003
C  2.6305  2.2822  1.0214  0.006
C  4.0141  2.3573  1.1372  0.004
C  4.8409  1.8955  0.1256  -0.002
C  4.2881  1.3766  -1.0348  0.004
C  2.9094  1.3094  -1.1952  0.005
C  2.3084  0.8291  -2.4850  0.001
C  2.0902  1.7507  -0.1521  0.020
N  0.6865  1.5857  -0.2810  0.211
C  -0.0981  2.5547  -0.7515  0.182
C  0.4209  3.8788  -1.2096  0.023
C  -1.4660  2.2292  -0.7974  0.196
C  -2.4846  3.1815  -1.3379  0.026
N  -1.7755  1.0122  -0.3371  0.205
C  -3.0899  0.5036  -0.4933  0.019
C  -3.4855  0.0038  -1.7350  0.006
C  -2.5972  0.1503  -2.9373  0.001
C  -4.7578  -0.5461  -1.8645  0.001
C  -5.6280  -0.5799  -0.7873  0.000
C  -5.2323  -0.0516  0.4317  0.000
C  -3.9659  0.4977  0.5958  0.005
C  -3.5582  1.0944  1.9119  0.005
H  2.2744  2.7722  3.0767  0.000
H  0.8373  2.2036  2.2213  0.003
H  1.4468  3.8258  1.9374  0.000
H  4.4427  2.7763  2.0378  0.000
H  5.9148  1.9482  0.2371  0.000
H  4.9308  1.0368  -1.8363  0.000
H  3.0477  0.3014  -3.0852  0.000
H  1.9417  1.6713  -3.0760  0.000
H  1.4517  0.1749  -2.3127  0.001
H  1.5090  3.8931  -1.2258  0.000
H  0.0832  4.6823  -0.5513  0.008
H  0.0598  4.1147  -2.2115  0.006
H  -2.2096  3.5333  -2.3329  0.007
H  -2.5666  4.0651  -0.7007  0.009
H  -3.4688  2.7216  -1.3985  0.000
H  -2.7966  1.0927  -3.4515  0.000
H  -2.7746  -0.6485  -3.6558  0.000
H  -1.5441  0.1708  -2.6570  0.001
H  -5.0723  -0.9299  -2.8260  0.000
H  -6.6149  -1.0074  -0.8985  0.000
H  -5.9155  -0.0612  1.2712  0.000
H  -4.2369  0.7796  2.7026  0.000
H  -3.5834  2.1851  1.8685  0.000
H  -2.5393  0.8129  2.1897  0.004
Cl  4.6861  -4.7709  -0.6031  0.084
C  3.7003  -3.4891  -0.0517  0.219
C  4.0525  -2.8324  1.1127  -0.019
C  3.2709  -1.8057  1.6212  0.201
I  3.7524  -0.9017  3.3884  0.073
C  2.0767  -1.3954  0.9333  0.083
O  1.3164  -0.5187  1.3893  0.225
C  1.7411  -2.0728  -0.3274  0.051
N  0.6323  -1.6362  -0.9472  0.040
C  0.2465  -2.2732  -2.0383  0.026
C  0.9450  -3.3596  -2.5779  -0.005
C  2.0992  -3.7855  -1.9669  0.025
C  2.5223  -3.1331  -0.7984  0.012
H  4.9434  -3.1463  1.6375  -0.004
H  -0.6414  -1.8968  -2.5249  0.001
H  0.5785  -3.8394  -3.4720  -0.001
H  2.6718  -4.6099  -2.3661  0.002
N  -1.3846  -1.3488  1.1906  0.003
C  -2.2590  -2.0715  1.3774  -0.001
C  -3.3602  -2.9601  1.5930  0.000
C  -4.0287  -3.4845  0.4915  0.000
C  -5.1010  -4.3318  0.7039  0.000
C  -5.4947  -4.6414  1.9993  0.000
C  -4.8261  -4.1047  3.0928  0.000
C  -3.7509  -3.2573  2.8969  0.000
H  -3.7251  -3.2104  -0.5082  0.000
H  -5.6334  -4.7468  -0.1396  0.000
H  -6.3325  -5.3050  2.1595  0.000
H  -5.1419  -4.3492  4.0965  0.000
H  -3.2211  -2.8293  3.7355  0.000

Its total charge is +1. As for the expectation value of S²: 3.80. The LUMO energy (spin up / spin down) comes out at -3.30 / -5.33 eV. The total energy is -3826.39656 Ha. As for the multiplicity: 4.


# 3
Density functional theory data (ωB97M-V with the def2-TZVPD basis set) for a molecular structure, C36H33GeInN5O.

Each line ends with the Löwdin spin population.
Atoms and positions in Å:
In  0.6305  -0.0184  0.1704  0.006
C  2.2133  0.7973  5.4203  0.117
C  2.0575  -0.5834  5.3330  -0.007
C  1.3285  -1.1379  4.3034  0.089
C  0.7479  -0.3018  3.3263  0.043
C  0.9771  1.0887  3.3861  0.083
C  1.6767  1.6308  4.4404  -0.001
N  0.0093  -0.7698  2.2686  0.349
C  -0.7938  -1.8703  2.3602  0.004
C  -1.3144  -2.3733  3.5697  0.089
C  -2.1621  -3.4614  3.5634  -0.023
C  -2.5300  -4.0813  2.3682  0.100
C  -2.0717  -3.5857  1.1598  -0.010
C  -1.2247  -2.4865  1.1521  0.068
N  -0.7414  -1.9020  -0.0297  -0.019
N  -1.0388  -2.4223  -1.1152  0.064
C  -0.5053  -1.7443  -2.2474  -0.002
C  -0.5822  -2.3852  -3.4672  0.013
C  -0.0322  -1.7425  -4.5698  -0.001
C  0.5536  -0.4992  -4.4036  0.011
C  0.5711  0.0694  -3.1371  0.002
N  0.0411  -0.5378  -2.0782  0.007
H  2.7735  1.2238  6.2412  0.005
H  2.5195  -1.2266  6.0689  -0.002
H  1.2475  -2.2120  4.2085  0.002
H  0.5317  1.7292  2.6324  0.003
H  1.8095  2.7017  4.5093  -0.002
H  -1.0871  -1.8706  4.4981  0.004
H  -2.5610  -3.8267  4.4998  -0.003
H  -3.1930  -4.9346  2.3832  0.005
H  -2.3656  -4.0375  0.2232  -0.002
H  -1.0451  -3.3591  -3.5315  0.000
H  -0.0594  -2.2125  -5.5432  0.000
H  0.9941  0.0314  -5.2348  0.000
H  1.0234  1.0394  -2.9679  0.000
C  -3.0110  0.6775  -0.5019  0.000
C  -2.0763  1.7580  -0.0637  0.000
N  -2.5179  3.0008  -0.0099  0.000
O  -0.8894  1.5122  0.2615  0.000
H  -4.0154  1.0441  -0.6961  0.000
H  -3.0520  -0.0871  0.2745  0.000
H  -2.6164  0.2227  -1.4113  0.000
H  -3.4705  3.2323  -0.2388  0.000
H  -1.8980  3.7400  0.2865  0.000
C  3.7621  1.9175  -0.2998  0.001
Ge  3.2362  0.0540  -0.0505  0.000
C  4.0885  -0.6756  1.5400  0.001
C  4.4240  0.2208  2.5560  0.001
C  5.1034  -0.2078  3.6869  0.000
C  5.4507  -1.5436  3.8233  0.000
C  5.1258  -2.4455  2.8200  0.000
C  4.4549  -2.0144  1.6848  0.001
C  3.4556  -0.9499  -1.7124  0.000
C  4.0911  -0.3221  -2.7546  0.000
C  4.2394  -0.9435  -4.0151  0.001
C  3.7300  -2.1906  -4.2233  0.000
C  3.0589  -2.8796  -3.1815  0.000
C  2.5336  -4.1789  -3.3842  0.000
C  1.8969  -4.8475  -2.3767  0.000
C  1.7618  -4.2411  -1.1117  0.000
C  2.2608  -2.9870  -0.8919  0.000
C  2.9241  -2.2610  -1.9127  0.000
H  4.8447  2.0009  -0.3945  0.000
H  3.4478  2.5150  0.5549  0.000
H  3.2999  2.3335  -1.1949  0.000
H  4.1758  1.2718  2.4664  0.000
H  5.3748  0.5059  4.4539  0.000
H  5.9919  -1.8778  4.6984  0.000
H  5.4175  -3.4836  2.9089  0.000
H  4.2593  -2.7324  0.8988  0.000
H  4.5064  0.6704  -2.6239  0.000
H  4.7663  -0.4268  -4.8058  0.000
H  3.8457  -2.6805  -5.1824  0.000
H  2.6613  -4.6434  -4.3543  0.000
H  1.5163  -5.8466  -2.5390  0.000
H  1.2761  -4.7815  -0.3085  0.000
H  2.1761  -2.5549  0.1018  0.000

Its total charge is +2. As for the expectation value of S²: 0.81. The LUMO energy (spin up / spin down) comes out at -6.90 / -7.86 eV. The total energy is -4007.26584 Ha. As for the multiplicity: 2. The energy relative to the best compared isomer or geometry (same formula, charge and spin) is 0.0 kcal per mole.